[1]
A molecular structure, C9H24MnN4O13S in a non-equilibrium geometry. Source: the Open Molecules 2025 dataset; level of theory: ωB97M-V with the def2-TZVPD basis set.

Calculated values
Energy relative to the best compared isomer or geometry (same formula, charge and spin) ... 0.0 kcal per mole
Calculated total energy ... -84447.309 eV
Total charge ... -2
2S+1 ... 6

Last column: Löwdin spin population.
Element x y z (Å)
Mn 0.08925 0.71169 -0.79528  4.698
N 2.70259 2.90455 -1.13179  0.005
O 2.89378 4.12015 -0.86107  0.005
O 3.63419 2.18041 -1.48265  0.003
O 1.49340 2.47002 -1.04384  0.034
N 0.98398 -0.06310 -4.14591  0.003
O 0.39332 -0.35937 -5.22662  0.003
O 2.22471 -0.03177 -4.07613  0.001
O 0.26134 0.19855 -3.13259  0.026
N -2.42610 2.49395 -1.97170  0.006
O -1.87178 3.17151 -2.83511  0.005
O -1.73618 1.68645 -1.24123  0.036
O -3.65591 2.56173 -1.74428  0.006
O 1.76196 -0.40989 -0.43641  0.071
H 1.84774 -1.24347 0.01711  0.007
C 0.24304 2.96507 3.36500  0.001
C 0.35415 2.50765 1.88892  0.003
N -0.29822 1.26403 1.49922  0.031
C -1.77447 1.50696 1.69510  0.002
C -2.75195 0.44513 1.28225  0.001
C -0.01178 0.13225 2.40852  0.003
C 1.46540 -0.16151 2.66536  0.000
H -0.63817 3.56760 3.56955  0.000
H 1.13156 3.58415 3.54155  0.000
H 0.39859 2.16854 4.10228  0.000
H -0.00628 3.33706 1.28353  0.000
H 1.41251 2.40607 1.65650  0.000
H -1.96358 1.87913 2.72166  0.001
H -2.03503 2.43731 1.16837  0.000
H -3.74816 0.87693 1.38094  0.000
H -2.56846 0.16362 0.25071  0.000
H -2.73794 -0.44408 1.92076  0.000
H -0.46421 -0.74463 1.93431  0.000
H -0.58487 0.14029 3.35294  0.001
H 2.14878 0.55176 2.21997  0.000
H 1.74374 -1.15154 2.31027  0.000
H 1.67339 -0.15483 3.74680  0.000
O -0.77001 -1.28148 -0.69662  0.033
S -1.14008 -2.63315 -0.44982  0.007
O -2.50380 -2.99648 -0.23696  0.003
O -0.51935 -3.58117 -1.54312  0.002
C 0.74434 -3.17865 -2.19381  0.000
C 0.64728 -3.59076 -3.64223  0.000
C -0.23095 -3.27036 0.94072  0.001
H 1.52056 -3.78509 -1.69822  0.000
H 1.01993 -2.12604 -2.06819  0.000
H 1.53046 -3.27272 -4.18931  0.000
H -0.24928 -3.14457 -4.05627  0.000
H 0.63832 -4.68565 -3.71269  0.000
H -0.32746 -2.54091 1.74826  0.000
H 0.81115 -3.41566 0.68560  0.000
H -0.75540 -4.16571 1.25566  0.000



[2]
A gas-phase ion, C9H24N3O2Si (charge +1) in a non-equilibrium geometry. Source: the Open Molecules 2025 dataset; level of theory: ωB97M-V with the def2-TZVPD basis set.

Calculated values
SMILES ... C[Si](C)(C)OCC[C@@H]1[NH2+]CCN[C@@]1(N)O
Calculated total energy ... -26160.700 eV
Total charge ... +1

Last column: Mulliken charge in e.
Element x y z (Å)
C -4.32088 -0.58393 -1.11907  -1.163
Si -2.65589 0.27288 -1.12163  0.580
C -2.94412 2.12357 -0.97195  -1.072
C -1.66340 -0.03073 -2.68106  -1.218
O -1.81577 -0.16121 0.27857  -0.280
C -1.20050 -1.42507 0.30630  -0.606
C 0.03838 -1.33952 1.17952  -1.434
C 1.20834 -0.58182 0.53951  -0.087
N 2.42018 -1.50423 0.58856  -0.057
C 3.75291 -0.82917 0.62916  -0.710
C 3.61846 0.50326 -0.08742  -0.704
N 2.81198 1.38611 0.75653  -0.434
C 1.48080 0.83939 1.07522  0.532
N 1.33009 0.92252 2.52007  -0.796
O 0.51723 1.58103 0.36488  -0.477
H -4.98571 0.03117 -0.52531  0.309
H -4.31776 -1.55692 -0.64875  0.332
H -4.74099 -0.65398 -2.11246  0.373
H -2.04897 2.63374 -1.31071  0.282
H -3.81966 2.42285 -1.52882  0.368
H -3.06729 2.36188 0.07648  0.314
H -2.17578 0.42696 -3.51487  0.458
H -0.65214 0.34497 -2.60673  0.337
H -1.60021 -1.08861 -2.91654  0.344
H -1.87332 -2.15555 0.74761  0.429
H -0.93617 -1.80528 -0.68436  0.358
H 0.32935 -2.35734 1.42730  0.520
H -0.28405 -0.89519 2.10653  0.324
H 0.97929 -0.45790 -0.50773  0.491
H 2.35521 -2.16739 1.36114  0.440
H 2.37931 -2.07548 -0.25569  0.403
H 4.51930 -1.43759 0.17303  0.438
H 3.98976 -0.62955 1.66095  0.379
H 4.60856 0.92702 -0.17530  0.431
H 3.16844 0.38952 -1.06381  0.346
H 3.32297 1.42685 1.63335  0.306
H 0.33537 0.92468 2.73011  0.291
H 1.65452 1.84755 2.79728  0.306
H 0.28215 2.37046 0.88010  0.345



[3]
A molecular structure, C9H25ClEuIN2OP2S in a non-equilibrium geometry. Source: the Open Molecules 2025 dataset; level of theory: ωB97M-V with the def2-TZVPD basis set.

Calculated values
Calculated total energy ... -84113.109 eV
Total charge ... +2
2S+1 ... 7

Last column: Löwdin spin population.
Element x y z (Å)
C 0.94102 6.38154 -2.33317  0.083
C 1.04752 4.91635 -2.05168  0.382
H 1.77530 6.68674 -3.06689  0.017
H 0.98077 6.89444 -1.32194  -0.001
H -0.11507 6.54798 -2.71249  -0.001
O 1.71043 3.99004 -2.34273  0.270
I -1.61644 5.24450 -0.03167  0.050
Eu -0.08288 3.00950 -0.68285  4.242
P -1.20594 0.01142 -1.64008  0.124
C -0.94170 -1.39477 -2.79413  0.010
C -2.84565 -0.62005 -1.04707  0.006
H -3.52757 -0.68252 -1.90670  0.000
H -2.72443 0.73330 -3.37938  0.006
H -3.21730 0.08764 -0.28889  0.001
H -2.19725 2.16305 -2.41739  0.000
H -0.75133 -2.32239 -2.23736  0.004
H -2.73183 -1.60617 -0.57212  0.004
C -1.86808 1.21484 -2.88468  0.041
H -1.83551 -1.51684 -3.42350  0.001
H -1.08570 1.41099 -3.63228  0.000
H -0.07284 -1.17966 -3.42546  0.001
P 1.22238 0.77144 1.43144  0.142
C 2.70150 -0.25190 1.81082  0.012
C 1.93640 2.40838 1.92829  0.045
H -0.58087 0.91107 3.04560  0.001
H 1.03558 0.74637 3.86208  0.000
H 0.20545 -0.68819 3.14044  0.003
C 0.39109 0.39227 3.04525  0.006
H 1.19131 3.22525 1.87197  0.000
H 2.29197 2.30727 2.96422  0.007
H 3.09002 0.03022 2.80043  0.001
H 3.46655 -0.06933 1.04854  0.001
H 2.79303 2.62926 1.27500  0.000
H 2.44573 -1.32017 1.80417  0.004
Cl -1.88820 1.58840 1.10405  0.002
N 0.92562 -4.21427 0.33356  0.040
C 0.00031 -3.40073 0.84721  0.069
N -0.88107 -3.99096 1.67633  0.050
S -0.09080 -1.74309 0.50498  0.379
H 0.94150 -5.20316 0.55128  0.001
H 1.60773 -3.85586 -0.29088  0.000
H -1.61215 -3.45985 2.11636  0.000
H -0.82422 -4.99477 1.89510  0.001



[4]
A molecular structure, C9H25IMgP2 in a non-equilibrium geometry. Source: the Open Molecules 2025 dataset; level of theory: ωB97M-V with the def2-TZVPD basis set.

Calculated values
Calculated total energy ... -41856.526 eV

Last column: Mulliken charge in e.
Element x y z (Å)
C 2.73606 -2.34205 -1.25717  -1.769
C -1.41341 -3.31451 -1.26863  -1.330
H 3.21511 -1.82209 -2.10220  0.555
H 2.43336 -3.35490 -1.66002  0.295
H 3.50978 -2.50865 -0.48817  0.507
H -2.24686 -2.95728 -1.88536  0.451
H -0.79897 -3.98306 -1.92641  0.243
H -1.78790 -3.96513 -0.46316  0.298
Mg 0.56690 -2.44706 -0.97848  0.667
C 0.04293 -2.05209 1.20671  -1.365
H -0.40012 -3.05357 1.38888  0.426
H -0.67562 -1.30050 1.57195  0.194
H 0.93747 -1.97619 1.83563  0.206
I 2.44465 0.12392 -0.02763  0.242
C 1.40815 3.34576 1.37624  -1.282
P 0.93262 1.60364 1.43219  0.800
C 1.28985 1.09936 3.12893  -1.354
C -0.90981 1.62468 1.40182  -1.014
C -1.64877 1.32345 0.10905  -1.261
P -0.84609 0.15046 -1.10384  0.737
C -2.34870 -0.25695 -2.06286  -1.518
C -0.15857 1.40974 -2.26759  -1.175
H 2.06400 3.57546 2.22290  0.414
H 0.50466 3.95638 1.45439  0.402
H 1.92843 3.53994 0.43273  0.329
H 1.05068 1.91690 3.81986  0.436
H 0.69290 0.21348 3.36648  0.384
H 2.35338 0.86609 3.18629  0.411
H -1.20988 0.91437 2.19186  0.435
H -1.17674 2.62808 1.75115  0.600
H -2.61757 0.86657 0.34512  0.461
H -1.86024 2.24609 -0.45188  0.490
H -3.11264 0.51607 -1.91901  0.419
H -2.06713 -0.31263 -3.12001  0.446
H -2.72874 -1.22347 -1.72828  0.230
H -0.42321 2.41471 -1.94450  0.328
H 0.92736 1.30147 -2.31924  0.222
H -0.60731 1.23352 -3.24771  0.441



[5]
A molecular structure, C9H25N2NbOS in a non-equilibrium geometry. Source: the Open Molecules 2025 dataset; level of theory: ωB97M-V with the def2-TZVPD basis set.

Calculated values
Calculated total energy ... -27141.359 eV

Last column: Mulliken charge in e.
Element x y z (Å)
C 7.23201 -0.38156 0.47247  -1.075
C 6.98795 1.10958 0.23068  -0.399
S 5.24468 1.58863 0.03697  -0.067
C 4.54452 0.43718 -1.17415  -0.741
Nb 2.27250 0.48533 -1.16988  -0.480
N 0.18848 0.60398 -1.33236  -0.826
C -0.44278 0.58708 -0.24064  0.783
C -0.71002 1.81538 0.61023  -0.954
C -1.02452 -0.71048 0.29684  -0.786
H 6.77784 -1.00883 -0.29010  0.328
H 6.85233 -0.67427 1.45190  0.259
H 8.31129 -0.56171 0.47293  0.348
H 7.32062 1.65014 1.11945  0.255
H 7.62120 1.44926 -0.59423  0.311
H 4.92393 -0.57467 -1.03982  0.384
H 4.85069 0.76588 -2.17192  0.408
H 2.24234 -0.97453 -0.01785  -0.058
H 2.38766 -0.73614 -2.56245  -0.076
H 2.48532 1.94819 -2.28948  -0.043
H 2.29533 1.47833 0.37084  -0.053
H -1.53800 1.66150 1.30838  0.252
H -0.97875 2.65000 -0.04138  0.283
H 0.18525 2.10779 1.15549  0.320
H -1.06221 -1.45976 -0.49457  0.292
H -0.40260 -1.11427 1.09671  0.399
H -2.04325 -0.56632 0.66630  -0.079
C -4.72520 0.32031 -0.42167  -0.828
C -4.95713 -0.46772 0.81987  0.480
O -4.18052 -0.71029 1.67743  -0.435
N -6.36234 -1.01455 1.05195  -0.103
C -6.66797 -2.22164 0.20592  -0.827
H -3.65146 0.41922 -0.56533  0.170
H -5.16215 -0.16474 -1.29586  0.356
H -5.16995 1.31208 -0.30879  0.348
H -7.05652 -0.28483 0.87596  0.405
H -6.36784 -1.26973 2.04288  0.397
H -6.66952 -1.92609 -0.83825  0.345
H -7.64682 -2.59744 0.48881  0.354
H -5.90440 -2.97033 0.39672  0.351



[6]
4 unconnected molecules or ions with the total composition C9H25N3O4 in a non-equilibrium geometry. Source: the Open Molecules 2025 dataset; level of theory: ωB97M-V with the def2-TZVPD basis set.

Calculated values
Energy relative to the best compared isomer or geometry (same formula, charge and spin) ... 140.3 kcal per mole
Calculated total energy ... -22376.691 eV
Total charge ... +2

Last column: Mulliken charge in e.
Element x y z (Å)
C 2.35969 0.61529 -2.13239  -1.017
C 1.10474 1.63248 -2.30689  0.603
O 1.25269 2.79753 -2.37996  -0.389
N -0.19157 1.01564 -2.21687  -0.009
H -0.20071 -0.08218 -2.72413  0.492
H -0.36804 0.83277 -1.19231  0.062
C -1.34408 1.88721 -2.56160  -0.737
H 2.14287 -0.32593 -2.48174  0.463
H 2.66655 0.54235 -0.98628  0.149
H 3.26692 1.12434 -2.48878  0.408
H -1.05335 2.78143 -1.94689  0.342
H -2.27519 1.35771 -2.35647  0.316
H -1.21150 2.18117 -3.70726  0.369
C -1.47725 0.95338 3.33510  -0.868
C 0.07695 0.88404 3.53283  0.499
O 0.67616 1.07775 4.53458  -0.388
N 0.90590 0.96969 2.25378  0.226
H 1.89393 0.46350 2.45449  0.446
H 0.35466 0.54019 1.49723  0.012
C 1.01742 2.33697 1.66640  -0.777
H -1.98431 -0.11147 3.42781  0.256
H -1.68352 1.60970 2.60029  0.269
H -1.94893 1.58254 4.02550  0.403
H 0.28883 2.58509 0.94003  0.265
H 2.02303 2.33750 1.26644  0.389
H 0.84232 2.90473 2.62290  0.368
C -2.36861 -2.96945 0.10711  -0.773
C -0.95369 -3.35747 -0.61167  0.466
O -0.69097 -4.53179 -0.76512  -0.360
N 0.07210 -2.18571 -0.81574  0.499
H -0.05264 -1.83666 -1.69425  0.262
H -0.03483 -1.32233 -0.39729  -0.006
C 1.48596 -2.44909 -0.51171  -0.906
H -2.27965 -2.16572 0.84766  0.086
H -2.54025 -3.56345 0.86280  0.410
H -3.14377 -2.49164 -0.71863  0.316
H 2.02417 -1.62362 -0.74907  0.388
H 1.91710 -3.09931 -1.29369  0.360
H 1.62074 -2.78102 0.58103  0.318
O -0.67078 0.06773 0.16688  -1.211
H -1.51912 -0.18388 0.31587  -0.002